Here is C57H74AsBF5N10O2S5Ti as an isolated structure from the OMol25 dataset. Energies are from wB97M-V/def2-TZVPD.

relative energy (zero: lowest compared OMol25 entry of this formula, charge and spin)	211.3	kJ/mol
gap between HOMO and LUMO	5.71	eV

Geometry as ORCA input:
```
! RIJCOSX wB97M-V def2-TZVPD def2/J DEFGRID3
* xyz 1 1
As -1.07240 -2.44057 -1.29393
Ti -0.34384 -0.24035 -0.06582
S 1.28355 -1.86100 2.58551
S -2.17371 1.88244 0.23988
S 0.83547 3.38829 -2.09125
S -1.11471 0.60341 -2.12732
S 0.97689 1.13047 1.64053
F -5.23651 -0.28212 4.09387
F -5.50899 -2.99065 4.02977
F -1.64928 -3.26198 1.29799
F -3.67503 -4.49843 2.64307
F -3.21329 0.93030 2.77237
O -1.48421 -0.60604 1.20442
O 0.84098 -2.08871 1.16695
N -0.46867 3.34348 2.16072
N 3.06944 4.38803 -0.87885
N -2.95836 4.03046 -1.29154
N 4.16283 0.33914 -1.32096
N 1.83310 -0.40095 -1.43325
N -1.13729 4.33255 -0.09648
N 3.66583 -1.91058 -2.03656
N 3.15510 -0.05475 -3.46447
N 1.35073 3.96576 0.45913
N -0.30672 2.04096 3.92389
C 0.06325 -7.03496 -1.94802
C 2.44461 4.26982 1.23855
C 2.34903 -1.79364 -1.44611
C -4.96450 4.54723 -2.62497
C 0.48114 -4.88718 -0.96842
C -3.02496 -2.49236 -1.01023
C -3.59340 -3.16735 2.65479
C -2.57825 -2.53329 1.96601
C 0.16635 1.07589 4.92344
C 0.05576 2.20102 2.62032
C -1.38247 5.48026 -0.79233
C -1.09890 -2.31561 -5.57974
C -3.91237 2.30914 -2.74010
C -3.35649 -0.39665 2.67991
C 0.98936 -4.76026 3.53237
C 3.86111 -3.29025 2.61537
C 3.59640 -1.43723 -3.41669
C -5.09138 -1.26579 -0.77394
C -0.07997 -5.39686 2.65391
C 5.28022 4.47483 -1.90007
C -1.29916 -0.08310 -4.74240
C -1.17480 3.06090 4.22592
C 3.26750 4.74215 -3.35146
C -0.68119 -0.19092 4.79497
C -1.10396 -6.54367 -2.50837
C -2.09033 3.44401 -0.42632
C 0.80480 -3.25895 3.73999
C -1.17773 -0.56332 -3.44102
C 1.66016 0.80227 4.73873
C -3.71116 -3.66064 -0.68406
C 3.56654 -4.14146 1.38600
C -4.51798 -2.40348 3.36200
C -5.77047 -2.43790 -0.48823
C 3.14182 -1.95376 2.59826
C -0.00707 1.65679 6.33077
C -2.43660 -1.13625 1.90715
C -2.50033 5.30006 -1.52788
C 3.81093 6.52640 -1.71922
C -5.07194 -3.63201 -0.43177
C -4.38104 -1.01718 3.38185
C 2.84225 0.43536 -0.73284
C -1.27336 -0.95895 -5.80903
C -1.47975 -5.22721 -2.30360
C -1.00597 -2.79749 -4.28395
C -3.72967 -1.29296 -1.02088
C -4.21817 3.48494 -1.81514
C 4.08807 0.76728 -2.71521
C 3.48667 4.53708 0.43147
C -0.68632 -4.37852 -1.52792
C 1.84752 0.04874 -2.85983
C 0.85609 -6.20692 -1.17174
C -5.09223 3.05380 -0.63440
C 1.75858 3.99407 -0.83721
C 4.58861 -1.05329 -1.29889
C 3.84424 5.01012 -1.96382
C -1.08763 -1.93836 -3.19336
C -1.26703 3.85714 3.14107
B -0.05927 4.27813 0.98917
H -0.85772 -3.85861 -4.12621
H -1.71215 0.03492 5.05531
H 2.88893 -2.06060 -3.96782
H 3.32138 3.69021 -3.61926
H 5.08006 0.68718 -3.16307
H -3.20494 -0.36076 -1.20843
H -0.73904 6.33252 -0.71000
H -6.83306 -2.41833 -0.30208
H 2.51574 1.48185 -0.76390
H -5.58954 -4.54582 -0.18579
H -0.00532 5.37837 1.46567
H 1.34621 -2.93021 4.62888
H 1.76832 -6.58221 -0.73493
H 2.23048 5.05969 -3.41766
H 4.21584 6.78403 -0.74418
H -1.04397 -3.00063 -6.41115
H 0.08281 -6.47163 2.60030
H 0.93949 -5.21339 4.52796
H -1.36976 -0.58602 -6.81694
H 4.58179 -1.51896 -3.87678
H -6.01391 2.61304 -1.00314
H 0.44253 2.64398 6.40088
H -0.25445 -3.05940 3.90376
H 5.81817 4.86466 -1.04114
H 0.35568 -8.05812 -2.12045
H -1.04926 1.71320 6.62986
H 1.97157 0.03855 5.44489
H -3.50192 1.48013 -2.17696
H -5.61823 -0.32460 -0.80556
H 4.39202 7.04081 -2.47819
H 5.81523 4.77737 -2.79486
H 2.49557 -4.22921 1.22263
H 1.16651 -0.58314 -3.43811
H 2.78658 6.88940 -1.77239
H 4.48428 4.82431 0.68654
H 4.63426 -1.39333 -0.25988
H 2.23102 1.70553 4.93990
H 2.39420 -2.15894 -0.41603
H -1.39947 0.97985 -4.89906
H -1.07127 -5.22778 3.06528
H 2.91278 0.11503 0.31534
H 2.38573 4.27412 2.30881
H 0.49871 1.00785 7.04067
H -2.98468 5.98180 -2.19037
H 3.43260 -1.37087 1.72262
H 1.09275 -4.22299 -0.37067
H -2.39293 -4.85176 -2.75440
H -1.72143 -7.18781 -3.11685
H -4.82240 1.98103 -3.23410
H -0.04964 -4.99607 1.64393
H -5.18595 5.43091 -2.03078
H 4.01376 -3.70265 0.49720
H -3.18670 2.60500 -3.49469
H -1.66925 3.15056 5.16760
H 3.97999 -5.13934 1.51489
H -5.34176 3.91381 -0.01602
H -5.91030 4.12273 -2.95125
H 3.84547 5.30906 -4.07714
H 3.60681 -3.82282 3.53138
H 3.74494 1.80234 -2.75177
H -4.40608 4.82822 -3.51464
H 1.88882 0.47204 3.73372
H 1.51181 1.09092 -2.90708
H 1.65462 -2.42210 -2.02884
H -0.65098 -0.56621 3.77514
H 4.93494 -3.08928 2.66173
H -1.83132 4.75295 2.98876
H -0.32224 -0.96137 5.46846
H 5.28376 3.38779 -1.84383
H 1.96621 -5.00309 3.12721
H -4.57246 2.32297 -0.02045
H -3.16772 -4.59427 -0.59146
H 5.58402 -1.12850 -1.74307
H 3.40744 -1.37669 3.48150
*
```


Here is a 6-piece molecular cluster, C57H76N10O3 overall from the OMol25 dataset. Energies are from wB97M-V/def2-TZVPD.

relative energy (zero: lowest compared OMol25 entry of this formula, charge and spin)	0.0	kJ/mol
gap between HOMO and LUMO	1.74	eV

Geometry as ORCA input:
```
! RIJCOSX wB97M-V def2-TZVPD def2/J DEFGRID3
* xyz 8 1
O -2.21914 0.70214 -1.03796
O -1.50951 0.09835 0.74628
O -1.16284 -1.20095 -0.72061
N -2.46158 0.36109 17.44983
N -8.06621 -4.52059 0.04508
N 1.89591 8.10955 -0.15776
N -1.68833 -0.17217 -0.39758
N -14.34926 -4.83878 -2.86288
N 6.65729 11.15747 -4.31434
N 10.79911 -9.03149 3.07187
N -0.73884 2.14164 -11.56261
N 0.59065 -0.88973 11.20648
N 7.05537 -3.67899 0.50052
C -0.71726 -0.62015 16.23310
C 4.70075 10.21764 -2.53516
C 0.67176 0.32407 11.73264
C 8.44267 -5.82191 1.64893
C 0.12900 0.64871 12.99292
C 0.74902 7.52316 0.64433
C 1.64834 0.82068 -14.71552
C 6.46186 -2.52290 -0.24477
C -13.44648 -4.11409 -3.53606
C 8.87872 -4.52468 1.81440
C 9.54024 -8.02891 1.30629
C -1.11597 1.58762 -9.14848
C -10.46610 -4.47843 -1.31014
C 7.73560 11.64954 -5.27764
C 1.91424 7.86099 -1.45748
C 4.34649 11.10899 -3.57673
C 0.69139 0.70034 -13.38789
C 5.32902 11.50920 -4.45570
C -0.57539 -1.63207 13.17409
C -1.15934 -0.09466 15.06794
C -6.91339 -4.62032 0.92090
C 7.04076 10.37211 -3.26536
C -0.46892 -0.33517 13.78498
C 10.22149 -9.09271 1.84804
C 3.78929 9.62492 -0.21502
C -9.16900 -4.12107 0.69713
C -3.07024 0.78097 16.30603
C -2.34776 0.66511 15.07274
C 9.36704 -6.90059 2.08322
C -12.75831 -5.43179 -1.19008
C -14.05730 -5.50455 -1.67144
C 11.39621 -10.25990 3.56706
C 2.81047 8.84975 0.49452
C -0.13487 1.48730 -10.29210
C -0.06492 -1.80419 11.84797
C 10.43826 -7.97634 3.93595
C -2.12150 1.58403 -11.91435
C 3.76556 9.49234 -1.61849
C -10.33499 -4.06003 -0.01036
C 1.06374 -1.06831 9.76376
C -3.15881 0.69592 18.69617
C -0.78979 3.68439 -11.20885
C 9.75280 -6.90401 3.42416
C 7.24519 -6.04020 0.93610
C 6.04496 9.77922 -2.49749
C -2.46037 0.88733 -9.44444
C -11.77278 -4.67321 -1.90264
C 0.38256 2.11765 -12.69967
C -3.04917 1.46099 -10.73823
C -12.10760 -3.99290 -3.02606
C 8.17074 -3.50621 1.20486
C -9.27393 -4.90761 -1.94224
C -8.05765 -4.90913 -1.23303
C 6.55238 -4.93247 0.36421
C -1.22470 -0.33521 17.48602
C -15.64710 -5.21484 -3.44716
C 2.91694 8.51589 -2.18449
H 1.92614 -0.17882 -15.05012
H -8.97957 -3.78747 1.70670
H -13.59822 -3.70437 -4.52373
H 2.70927 8.76359 1.56631
H 1.32644 0.08485 -12.75073
H 6.22978 9.01059 -1.76166
H 0.04695 -1.38153 16.18117
H 1.12434 6.94562 1.48912
H 8.56621 -2.51335 1.36055
H 9.27492 -6.16457 4.04965
H -9.39340 -5.31417 -2.93563
H 0.37121 6.72424 0.00630
H -1.28734 2.58646 -8.74717
H -7.06744 -5.11067 -1.61415
H -0.23062 0.15518 -13.58989
H 7.27380 12.17627 -6.11275
H -0.83075 -0.63322 18.44643
H 6.98276 -1.57902 -0.08395
H 0.63765 -0.23816 9.20038
H -11.22913 -3.99063 0.59139
H 1.09601 1.01065 11.01499
H 3.30596 11.36134 -3.71824
H -3.03780 1.10397 -8.54569
H 2.14577 -0.93699 9.77128
H -12.49418 -6.02069 -0.32415
H -1.60703 3.63604 -10.48921
H 12.05948 -9.92132 4.36303
H -6.05943 -5.05956 0.40521
H -16.44005 -4.57338 -3.06263
H -3.89871 0.85788 -11.05861
H 11.89727 -10.76359 2.74043
H 0.19216 1.72288 13.08548
H -15.76838 -6.26416 -3.17819
H 6.78217 -7.01350 0.86752
H 0.75923 1.99328 -9.92787
H -2.30085 -0.18255 -9.57852
H -3.70597 2.30306 -10.51997
H 8.05949 10.01604 -3.22293
H 5.68761 -5.10933 -0.25811
H 1.00156 1.21079 -15.50139
H 10.76943 -8.07386 4.95928
H -4.24797 0.72694 18.66658
H 0.66335 -1.97217 9.30460
H 9.74902 -4.32485 2.42190
H 9.04470 -8.15073 0.35444
H 8.47889 12.17344 -4.67669
H -3.99504 1.26407 16.58490
H -2.46947 2.13562 -12.78772
H 10.50456 -10.01070 1.35452
H -1.08749 4.12921 -12.15839
H 10.60631 -10.89573 3.96690
H -14.84408 -6.14007 -1.29264
H 0.03239 2.74952 -13.51589
H 0.16174 0.44331 -10.39312
H -15.64519 -5.03326 -4.52193
H 5.44529 -2.32486 0.09503
H -2.84588 1.12477 14.23193
H 0.02037 8.31222 0.83024
H 5.18889 11.96694 -5.42381
H 2.61570 1.32283 -14.72813
H -2.84772 1.72501 18.87591
H -6.61635 -3.68018 1.38564
H -0.08357 -2.79947 11.42907
H -11.33730 -3.53702 -3.63038
H 2.89190 8.44866 -3.26210
H -0.62983 1.05972 -8.32806
H -2.92337 -0.02672 19.47748
H -2.05908 0.57452 -12.32063
H 8.09091 10.69802 -5.67319
H 4.61783 10.03558 0.34291
H 0.13991 4.05819 -10.77987
H -1.02161 -2.43860 13.73695
H 6.36073 -2.82899 -1.28602
H -7.26789 -5.32434 1.67375
H 1.30247 2.45163 -12.21974
H 1.17351 7.18165 -1.85272
*
```